Density functional theory data (ωB97M-V/def2-TZVPD) for a cluster of 2 separate species, C31H29N2 in total in a non-equilibrium geometry.

For the energy relative to the best compared isomer or geometry (same formula, charge and spin), the calculation gives 6.0 kcal/mol. For the total energy, the calculation gives -35590.3373 eV. The gap between HOMO and LUMO comes out at 5.58 eV.

Geometry as ORCA input:
```
! RIJCOSX wB97M-V def2-TZVPD def2/J DEFGRID3
* xyz 1 1
C 4.24042 -3.48081 2.54520
C 2.88340 -3.71825 2.81864
C 1.91730 -2.78056 2.44002
C 2.28692 -1.53849 1.87957
C 1.26699 -0.52261 1.58583
C 0.00558 -0.91491 1.08321
C -1.16855 -0.19499 1.21654
C -2.44792 -0.75860 1.51232
C -3.53531 0.13209 1.74618
C -4.77956 -0.32885 2.16886
C -4.99198 -1.71037 2.31845
C -3.95614 -2.61523 2.04211
C -2.70236 -2.15047 1.62782
C 1.55631 0.87736 1.90245
C 0.92461 1.92656 1.19772
C 1.18915 3.25999 1.47759
C 2.17871 3.57679 2.42303
C 2.77857 2.57131 3.19517
C 2.46649 1.23298 2.93827
C 3.66354 -1.31137 1.63070
C 4.61624 -2.29657 1.89003
H 5.00648 -4.20299 2.84790
H 2.59192 -4.65136 3.31052
H 0.85705 -2.97490 2.58496
H -0.04622 -1.89563 0.58396
H -1.15798 0.89115 1.28112
H -3.36318 1.19199 1.54198
H -5.58265 0.38735 2.36913
H -5.97806 -2.08131 2.58204
H -4.13890 -3.69120 2.13586
H -1.91927 -2.86464 1.34920
H 0.27569 1.66752 0.36335
H 0.64694 4.03264 0.92619
H 2.46371 4.61656 2.55478
H 3.50100 2.82346 3.98777
H 2.94489 0.44498 3.52880
H 3.97651 -0.37768 1.16609
H 5.65564 -2.12963 1.58237
C 1.32007 4.01026 -2.37496
C 0.14006 4.06332 -3.13627
C -0.65617 2.92589 -3.27925
C -0.26243 1.71973 -2.68086
C -1.08949 0.48494 -2.87823
N -1.10979 -0.48626 -2.00965
C -1.37402 -1.80671 -2.57540
C -1.44899 -1.93813 -4.09840
C -2.26323 -0.79997 -4.65065
N -1.73617 0.42644 -4.08081
C 0.99150 1.63395 -2.04419
C 1.77728 2.78255 -1.86978
H 1.90102 4.92435 -2.22496
H -0.16668 4.97955 -3.64590
H -1.58615 2.98088 -3.85606
H -0.54285 -2.43116 -2.20007
H -2.34532 -2.15540 -2.15570
H -0.44133 -1.92986 -4.51913
H -1.90768 -2.87470 -4.39642
H -2.26810 -0.70521 -5.74445
H -3.28398 -0.94341 -4.27100
H -1.86698 1.28427 -4.60410
H 1.35409 0.66684 -1.68881
H 2.73935 2.74653 -1.35071
*
```